The following is a quantum chemistry calculation of one molecule with the formula C2H7N2P at a distorted geometry, from the Open Molecules 2025 dataset.

Computed properties:
* electronic energy: -14451.7028 eV
* energy relative to the best compared isomer or geometry (same formula, charge and spin): 101.4 kcal/mol
* strongest force on any atom: 3.872 eV/A
* Kohn-Sham gap (alpha / beta): 9.084 / 7.612 eV
* 2S+1: 1

The geometry in XYZ format:
```
12
Properties=species:S:1:pos:R:3:nbo_charge:R:1
C 1.21739 0.14279 0.42662 -0.32
C 0.21342 0.96543 -0.44844 -0.70
N 1.31302 -1.23786 0.19820 -0.43
N -2.09578 -0.92309 -0.25954 -1.06
P -1.53599 0.43585 0.27809 0.96
H 2.16617 0.53921 0.21884 0.23
H 0.67675 0.10571 1.49430 0.24
H 0.29220 2.04771 -0.35737 0.24
H 0.10138 0.58751 -1.51024 0.23
H 0.74788 -1.67227 -0.57611 0.32
H -1.91355 -1.07300 -1.17613 0.35
H -1.18287 0.08200 1.71178 -0.05
```

=====

The following is a quantum chemistry calculation of one molecule with the formula C14H17N3O2S2 at a distorted geometry, from the Open Molecules 2025 dataset.

Computed properties:
* electronic energy: -45029.3345 eV
* energy relative to the best compared isomer or geometry (same formula, charge and spin): 53.0 kcal/mol
* SMILES string: CCOCCc1nnc(NC(=O)CSc2ccccc2)s1
* strongest force on any atom: 1.738 eV/A
* Kohn-Sham gap: 9.537 eV
* 2S+1: 1

The geometry in XYZ format:
```
38
Properties=species:S:1:pos:R:3:nbo_charge:R:1
C 5.11927 2.19924 -1.30519 -0.62
C 4.68088 2.74221 0.04538 -0.07
O 4.42864 1.64266 0.90259 -0.54
C 4.24581 1.96997 2.25070 -0.04
C 2.98399 2.81321 2.53574 -0.49
C 1.80344 2.21087 1.87380 0.05
N 1.22753 2.70708 0.83895 -0.27
N 0.21519 1.98480 0.37538 -0.30
C 0.00843 0.91305 1.06442 0.20
N -0.97823 0.01149 0.76962 -0.62
C -1.21820 -1.09127 1.53250 0.68
O -0.56458 -1.36339 2.51241 -0.58
C -2.33234 -1.98351 1.02438 -0.62
S -3.69769 -1.02894 0.26527 0.24
C -4.16447 -2.07176 -1.09942 -0.18
C -4.59667 -1.44977 -2.26348 -0.23
C -4.99389 -2.21639 -3.34287 -0.19
C -4.95535 -3.59929 -3.26703 -0.22
C -4.53320 -4.21345 -2.10032 -0.21
C -4.14569 -3.45557 -1.00910 -0.19
S 1.09627 0.69225 2.41132 0.39
H 6.01797 1.59865 -1.19333 0.21
H 4.33353 1.57345 -1.71819 0.21
H 5.31795 3.02063 -1.98781 0.21
H 5.47137 3.37409 0.48038 0.16
H 3.77201 3.34710 -0.07320 0.18
H 4.16288 1.00764 2.76363 0.19
H 5.12316 2.51050 2.64133 0.17
H 3.11007 3.82796 2.15667 0.24
H 2.83534 2.85084 3.61586 0.23
H -1.58427 0.23382 -0.01207 0.44
H -1.92301 -2.64104 0.25544 0.26
H -2.70743 -2.58073 1.85595 0.25
H -4.61840 -0.37193 -2.31223 0.22
H -5.32718 -1.73125 -4.24779 0.22
H -5.25826 -4.19714 -4.11303 0.22
H -4.51234 -5.29079 -2.03050 0.22
H -3.84253 -3.94531 -0.09617 0.21
```

=====

The following is a quantum chemistry calculation of a 13-piece molecular cluster, C30H86O13 overall at a distorted geometry, from the Open Molecules 2025 dataset.

Computed properties:
* electronic energy: -59119.6931 eV
* energy relative to the best compared isomer or geometry (same formula, charge and spin): 44.1 kcal/mol
* strongest force on any atom: 2.687 eV/A
* Kohn-Sham gap: 9.854 eV
* 2S+1: 1

The geometry in XYZ format:
```
129
Properties=species:S:1:pos:R:3:mulliken_charge:R:1
C -2.81992 2.68830 -4.64178 -1.11
C -3.59081 2.03015 -3.49901 -0.40
O -2.61006 1.37745 -2.68942 0.27
H -2.18633 1.99681 -5.19723 0.26
H -2.09402 3.39329 -4.23663 0.14
H -3.54885 3.13119 -5.32047 0.46
H -4.23228 1.20358 -3.80463 0.33
H -4.12195 2.71897 -2.84210 0.39
H -2.02571 0.89154 -3.27597 -0.16
C 2.64251 4.58305 0.98930 -1.52
C 1.54829 3.61924 0.58185 1.52
O 0.86038 4.19694 -0.52754 -0.60
H 2.16991 5.48082 1.38772 0.44
H 3.36322 4.81024 0.20377 0.33
H 3.05005 4.01099 1.82283 0.35
H 0.86037 3.39220 1.39629 -0.30
H 1.95439 2.67513 0.21874 -0.36
H 0.05899 3.67553 -0.61422 0.27
C -0.09809 -2.18231 4.82871 -0.24
C -1.34437 -2.94623 4.35734 -0.07
O -2.44625 -2.16474 4.79401 -0.62
H 0.00338 -2.30559 5.90694 0.40
H -0.30131 -1.13776 4.59265 -0.06
H 0.83147 -2.48448 4.34630 -0.06
H -1.37385 -3.93214 4.82124 0.42
H -1.33025 -3.15367 3.28735 -0.09
H -2.49082 -1.38338 4.23806 0.27
C 1.24596 -3.38290 -2.80113 -0.29
O 0.79940 -2.43059 -3.69566 -0.43
H 2.30770 -3.38203 -2.55452 0.35
H 0.74815 -3.11613 -1.86886 -0.24
H 0.85996 -4.36177 -3.08558 0.42
H 1.33551 -2.47741 -4.49065 0.21
C -1.90928 -1.09756 -4.88635 -0.83
O -0.97010 -0.47143 -4.04367 -0.48
H -1.42901 -1.37118 -5.82581 0.27
H -2.37558 -1.97380 -4.43596 0.29
H -2.64194 -0.37336 -5.24249 0.32
H -0.44602 -1.17165 -3.64790 0.13
C -2.72902 3.56982 0.13863 -0.58
O -1.72387 3.10030 -0.76722 -0.33
H -3.11057 2.66353 0.60888 0.04
H -2.28250 4.24773 0.86607 0.27
H -3.56502 4.03202 -0.38632 0.39
H -2.18088 2.66049 -1.48785 0.09
C -3.29894 1.26437 5.00895 -1.87
C -2.72578 1.49444 3.60929 0.99
C -1.48485 2.37772 3.63595 -1.01
O -2.34460 0.21036 3.09733 -0.16
H -3.81590 2.15001 5.37839 0.47
H -2.56860 1.01752 5.77952 0.34
H -4.06881 0.49280 5.00081 0.43
H -3.50692 1.96047 3.00867 0.17
H -1.17171 2.54569 2.60550 -0.10
H -0.74731 1.88695 4.27100 0.28
H -1.70427 3.38431 3.99195 0.42
H -2.00584 0.29604 2.20318 -0.23
C 2.36238 -5.28541 0.08713 -1.23
C 1.00034 -5.58495 0.74716 0.47
C 0.90967 -4.95078 2.13304 -0.87
O 0.05135 -5.02931 -0.06996 -0.46
H 2.33396 -5.53373 -0.97384 0.31
H 3.12821 -5.89997 0.56031 0.45
H 2.60876 -4.22879 0.19169 0.10
H 0.89188 -6.66697 0.82172 0.25
H -0.07638 -5.00122 2.59484 0.40
H 1.23894 -3.91564 2.22334 -0.15
H 1.62103 -5.54572 2.70587 0.49
H -0.81711 -5.16279 0.31677 0.32
C -5.87838 0.26101 0.69710 -0.91
C -5.96627 -0.74451 -0.52636 0.66
C -5.47485 -2.07957 -0.10599 -0.83
O -7.31007 -0.87741 -0.89296 -0.59
H -6.22395 -0.15796 1.64216 0.37
H -6.49990 1.12610 0.46594 0.42
H -4.88450 0.65675 0.90607 -0.06
H -5.35689 -0.41734 -1.36880 -0.06
H -6.11108 -2.52622 0.65810 0.41
H -4.48221 -1.88406 0.29967 -0.14
H -5.34046 -2.80312 -0.91005 0.36
H -7.74498 -1.32307 -0.16232 0.37
C 4.63393 1.17390 -0.22452 -0.75
C 5.79732 0.78722 -1.14395 0.25
C 6.89566 1.83616 -1.13573 -1.35
O 6.26846 -0.40010 -0.57458 -0.60
H 3.99584 1.99636 -0.54777 0.20
H 4.97897 1.42862 0.77757 0.40
H 3.93176 0.34424 -0.14247 0.04
H 5.34437 0.62701 -2.12235 0.34
H 7.31215 1.81473 -0.12867 0.34
H 6.57940 2.86609 -1.30105 0.34
H 7.65430 1.52513 -1.85394 0.33
H 6.42128 -0.31804 0.36962 0.38
C 2.50624 0.10280 3.04634 0.16
C 3.37449 -1.06627 3.40120 0.41
C 3.68694 -1.99599 2.18502 -0.49
O 4.59289 -0.51007 3.78475 -0.60
H 2.90310 0.53023 2.12552 -0.44
H 2.43841 0.83104 3.85453 0.67
H 1.50668 -0.29782 2.87755 -0.47
H 2.91122 -1.61201 4.22316 0.26
H 4.21493 -2.87713 2.54962 0.46
H 4.32682 -1.44486 1.49588 0.01
H 2.79883 -2.37411 1.67867 -0.37
H 4.39676 0.02232 4.55916 0.37
C 2.28202 1.79512 -3.83621 -1.22
C 1.00767 2.45132 -4.23965 1.85
C 1.16026 3.83303 -4.88310 -1.67
O 0.41516 1.52614 -5.13561 -0.62
H 2.18407 0.76665 -3.48872 0.18
H 2.71824 2.38645 -3.03114 0.25
H 3.06650 1.86106 -4.59009 0.41
H 0.37612 2.60656 -3.36492 -0.46
H 1.57112 4.56975 -4.19278 0.35
H 0.19110 4.24574 -5.16325 0.34
H 1.88318 3.84522 -5.69880 0.39
H -0.00459 0.84180 -4.60924 0.37
C 0.82094 -0.33669 -0.44345 0.06
C -0.62528 -0.47791 -0.07960 1.17
C -0.90054 -1.68630 0.77833 -1.21
O -0.91191 0.66169 0.68180 1.07
H 1.12619 0.58628 -0.93643 -0.05
H 1.13284 -1.16850 -1.07504 -0.05
H 1.39231 -0.40662 0.48216 -0.55
H -1.27073 -0.43183 -0.95674 0.06
H -0.84072 -2.54015 0.10345 0.51
H -1.94890 -1.74563 1.07079 0.12
H -0.30840 -1.83378 1.68150 -0.41
H -1.18432 1.30597 0.02431 -0.42
```

=====

The following is a quantum chemistry calculation of one molecule with the formula C4H8O2S at a distorted geometry, from the Open Molecules 2025 dataset.

Computed properties:
* electronic energy: -19207.0656 eV
* energy relative to the best compared isomer or geometry (same formula, charge and spin): 30.7 kcal/mol
* SMILES string: O=C(O)CCCS
* strongest force on any atom: 4.625 eV/A
* Kohn-Sham gap: 9.924 eV
* 2S+1: 1

The geometry in XYZ format:
```
15
Properties=species:S:1:pos:R:3:nbo_charge:R:1
O -1.82150 0.35016 1.31912 -0.59
C -0.79795 0.99136 1.15037 0.79
O -0.87421 2.40784 1.06626 -0.70
C 0.59239 0.38706 1.14480 -0.53
C 0.37233 -0.88588 0.20640 -0.42
C 0.04368 -0.48089 -1.32526 -0.49
S 0.62870 -2.10410 -2.27685 -0.10
H -1.75180 2.68071 1.09465 0.49
H 0.78053 -0.07911 2.21786 0.26
H 1.42708 1.12195 0.82383 0.24
H 1.33559 -1.48829 0.35522 0.22
H -0.38402 -1.48698 0.77400 0.24
H 0.69324 0.45553 -1.62061 0.23
H -1.07422 -0.30018 -1.38294 0.23
H 0.83017 -1.56917 -3.54685 0.14
```

=====

The following is a quantum chemistry calculation of C6H12O as an isolated structure, from the Open Molecules 2025 dataset.

Computed properties:
* electronic energy: -8459.9219 eV
* energy relative to the best compared isomer or geometry (same formula, charge and spin): 102.2 kcal/mol
* strongest force on any atom: 0.279 eV/A
* Kohn-Sham gap: 9.348 eV
* 2S+1: 1

The geometry in XYZ format:
```
19
Properties=species:S:1:pos:R:3:nbo_charge:R:1
C 1.73361 -0.31877 -1.05046 -0.63
C 0.96371 0.46753 -0.01864 0.12
O 0.68908 1.81437 -0.51705 -0.65
C -0.88514 1.53298 0.47662 -0.18
C -0.47913 0.06463 0.33716 -0.18
C -0.60088 -0.72222 1.63990 -0.60
C -1.19816 -0.65660 -0.80584 -0.62
H 2.70286 0.15542 -1.23502 0.23
H 1.91328 -1.33656 -0.68580 0.22
H 1.19285 -0.37696 -1.99881 0.22
H 1.56178 0.55419 0.89944 0.18
H -1.67587 1.81356 -0.23467 0.15
H 0.32864 2.28456 0.38016 0.47
H -0.12881 -0.18216 2.46672 0.22
H -0.12546 -1.70665 1.54506 0.21
H -1.65272 -0.88812 1.89934 0.21
H -0.79311 -1.66168 -0.97808 0.21
H -1.12199 -0.09026 -1.74092 0.21
H -2.26269 -0.76418 -0.56576 0.21
```

=====

The following is a quantum chemistry calculation of a 2-piece molecular cluster, C10H25N2O3P overall at a distorted geometry, from the Open Molecules 2025 dataset.

Computed properties:
* electronic energy: -29180.7756 eV
* energy relative to the best compared isomer or geometry (same formula, charge and spin): 70.5 kcal/mol
* strongest force on any atom: 7.483 eV/A
* Kohn-Sham gap: 5.197 eV
* 2S+1: 1

The geometry in XYZ format:
```
41
Properties=species:S:1:pos:R:3:nbo_charge:R:1
O 0.84364 1.32868 -2.87710 -0.66
C 0.93513 1.82998 -4.12436 0.43
C 0.00003 3.14697 -4.52556 -0.33
N -1.19395 3.13023 -3.59756 -1.10
P -2.48045 2.03116 -4.15852 1.56
O -2.27199 1.43240 -5.60609 -1.15
H 1.62630 1.30638 -4.91327 0.13
H -0.27755 3.11668 -5.66434 0.21
H 0.59085 4.16708 -4.35701 0.20
H -2.59958 0.94672 -3.17425 -0.17
H -3.71524 2.82579 -4.17889 -0.11
C 1.53572 0.56573 0.08404 -0.68
C 0.38190 0.56585 1.07653 -0.21
N -0.52748 -0.67882 1.03439 -0.23
C -1.43453 -0.48679 -0.21639 -0.40
C -1.51093 -0.66307 2.22039 -0.21
C -0.94180 -0.96053 3.59580 -0.64
C 0.17334 -2.04527 0.78703 -0.24
C 1.16778 -2.63476 1.81782 -0.09
O 2.40836 -1.94873 1.86270 -0.54
C 2.63477 -1.19848 3.03949 -0.25
H 1.17993 0.65221 -0.94678 0.29
H 2.18247 1.42867 0.27608 0.25
H 2.16870 -0.31797 0.14760 0.23
H -0.25619 1.43448 0.86724 0.23
H 0.72444 0.70514 2.10336 0.20
H -1.98628 0.45280 -0.11002 0.24
H -2.13374 -1.32747 -0.27175 0.22
H -0.80391 -0.46402 -1.11038 0.26
H -2.30430 -1.39338 2.00205 0.22
H -1.96566 0.33239 2.24046 0.23
H -0.71092 -2.01588 3.73037 0.21
H -1.70546 -0.74665 4.35993 0.25
H -0.06671 -0.35550 3.84398 0.22
H 0.67523 -1.96822 -0.17702 0.25
H -0.65008 -2.77932 0.67191 0.22
H 1.41113 -3.63759 1.42393 0.21
H 0.75327 -2.83773 2.79748 0.19
H 2.19971 -1.65678 3.93218 0.17
H 2.23113 -0.20031 2.90920 0.16
H 3.71296 -1.08208 3.18536 0.21
```